(i)
Formula: C5H14N2
Source: the Open Molecules 2025 dataset
Level of theory: ωB97M-V with the def2-TZVPD basis set

Element x y z (Å)
C1 -1.4910 1.0665 -2.4364
C2 -0.8004 -0.2402 -1.9749
C3 -1.0866 -0.6845 -0.5762
C4 -0.3888 0.3210 0.4553
N1 0.6005 -0.4683 1.0834
C5 1.4474 0.1425 2.1037
N2 2.6039 -0.7681 2.4888
H1 -1.4082 1.4463 -3.4241
H2 -1.0052 1.8907 -1.8611
H3 -2.5422 1.1668 -2.0313
H4 0.3419 0.1077 -1.9689
H5 -0.8629 -1.0327 -2.6785
H6 -2.1767 -0.6012 -0.3372
H7 -0.7753 -1.7965 -0.4151
H8 -1.1531 0.8986 1.0073
H9 0.1721 1.1140 -0.1325
H10 0.1821 -1.3853 1.4810
H11 1.8003 1.0578 1.7184
H12 0.8474 0.2763 3.0305
H13 3.4623 -0.8184 1.8764
H14 2.2326 -1.6928 2.5914

Summary:
net charge = 0
HOMO energy = -8.752 eV
SMILES = CCCCNCN

Here are the natural (NBO) charges for atoms 1 to 8, given in e:
1. C -0.619
2. C -0.395
3. C -0.396
4. C -0.214
5. N -0.638
6. C -0.037
7. N -0.857
8. H 0.221



(ii)
Formula: C5H14N2
Source: the Open Molecules 2025 dataset
Level of theory: ωB97M-V with the def2-TZVPD basis set

Element x y z (Å)
C1 0.7596 2.2545 -0.2342
C2 1.0728 0.6979 -0.0330
C3 2.1826 0.1499 -0.8869
C4 -0.2487 0.0084 -0.1704
N1 -0.2802 -1.4672 0.0580
C5 -1.6955 -1.8242 0.1263
N2 -2.3715 -1.2268 1.3426
H1 0.7087 3.1087 0.6282
H2 -0.2547 2.2615 -0.6510
H3 1.5713 2.7828 -0.7495
H4 1.3274 0.5244 1.0508
H5 1.8169 -0.4236 -1.8772
H6 3.1733 0.7204 -1.1146
H7 2.6504 -0.7526 -0.2547
H8 -0.5469 0.0497 -1.3129
H9 -1.0408 0.4581 0.4683
H10 0.1553 -1.6280 1.0217
H11 -2.1010 -1.2888 -0.7505
H12 -1.8928 -2.8658 0.0828
H13 -3.3279 -0.9003 1.4465
H14 -1.6586 -0.6388 1.8095

Summary:
net charge = 0
HOMO energy = -8.895 eV
SMILES = CC(C)CNCN

Here are the natural (NBO) charges for atoms 1 to 8, given in e:
1. C -0.626
2. C -0.269
3. C -0.632
4. C -0.221
5. N -0.615
6. C -0.041
7. N -0.916
8. H 0.215



(iii)
Formula: C5H14N2
Source: the Open Molecules 2025 dataset
Level of theory: ωB97M-V with the def2-TZVPD basis set

Element x y z (Å)
C1 -2.3009 1.0809 1.9520
C2 -0.8206 0.9800 1.4364
C3 -0.4796 0.1337 -0.0809
C4 -1.4784 -0.9808 -0.2610
N1 1.0031 -0.1466 0.0568
C5 1.5608 -0.0872 -1.3292
N2 2.6876 -0.9144 -1.7144
H1 -2.5170 2.1362 2.4167
H2 -3.0454 0.8084 1.1713
H3 -2.5700 0.1819 2.6308
H4 -0.2712 1.8393 1.0452
H5 -0.2546 0.6111 2.2447
H6 -0.6284 1.0087 -0.8434
H7 -1.6171 -1.4643 0.7467
H8 -2.4771 -0.6914 -0.6160
H9 -1.0427 -1.8239 -0.8719
H10 1.3916 0.4179 0.7937
H11 0.7732 -0.3840 -2.0430
H12 1.7689 0.9916 -1.6089
H13 2.8158 -1.2260 -2.6843
H14 2.9506 -1.7392 -1.0818

Summary:
net charge = 0
HOMO energy = -8.555 eV
SMILES = CC[C@H](C)NCN

Here are the natural (NBO) charges for atoms 1 to 8, given in e:
1. C -0.647
2. C -0.415
3. C -0.002
4. C -0.654
5. N -0.658
6. C -0.033
7. N -0.894
8. H 0.228



Least stable: (iii)